ORCA calculation (wB97M-V/def2-TZVPD) on a molecular structure, C54H53Cl3F5N3O4PbS at a distorted geometry.

XYZ file:
```
124
Properties=species:S:1:pos:R:3:forces:R:3:lowdin_charge:R:1
Pb 0.37812 0.01693 0.00269 -0.124 -0.429 0.021 1.46
F 1.50208 0.87806 7.87037 -0.103 -0.146 -0.370 0.07
C 1.12983 0.39883 6.65744 -0.077 -0.049 -0.139 -0.15
C 1.63546 0.95140 5.48583 0.108 0.063 0.406 -0.15
F 2.52794 1.96444 5.57156 -0.213 -0.196 -0.051 0.08
C 1.24307 0.46829 4.25202 -0.383 -0.499 -0.037 -0.27
F 1.78266 1.04951 3.16529 -0.051 -0.010 0.021 0.05
C 0.32302 -0.59355 4.09373 0.176 0.256 0.899 -0.57
S -0.22730 -1.23268 2.60734 0.035 -0.301 -0.046 0.60
C -0.13624 -1.14644 5.31486 0.026 0.157 -0.349 -0.24
F -0.98997 -2.18196 5.28742 0.130 0.241 0.076 0.07
C 0.23118 -0.66022 6.55279 0.156 0.134 0.267 -0.15
F -0.27794 -1.20978 7.67949 0.165 0.141 -0.244 0.08
C -1.27330 2.16828 2.85027 0.044 0.377 -0.079 -0.06
C -0.92808 3.53924 2.27117 0.075 -0.087 0.067 -0.36
C 0.56741 3.83324 2.35962 -0.168 -0.018 0.091 -0.06
C -1.53442 3.65640 0.88346 -0.075 0.141 0.170 -0.13
C -2.81023 4.20730 0.84859 -0.081 0.060 -0.076 -0.06
C -3.48739 4.39442 -0.33871 -0.025 -0.011 -0.007 -0.09
C -2.87002 4.02591 -1.51509 -0.121 0.011 0.097 -0.06
C -1.60122 3.45355 -1.54007 -0.166 -0.138 -0.003 -0.12
C -1.06758 3.19382 -2.94018 0.262 0.146 -0.161 -0.35
C -0.14155 2.01027 -3.18786 -0.101 0.047 0.001 -0.06
C -0.41625 4.48105 -3.47339 -0.240 -0.079 -0.033 -0.06
C -0.93127 3.24132 -0.32022 -0.612 0.521 -0.065 -0.17
N 0.32471 2.61313 -0.32420 1.012 0.093 -0.221 -0.01
C 1.34123 3.33556 -0.64323 -0.902 0.258 0.204 -0.15
C 2.70862 3.00554 -0.85697 0.681 -0.106 -0.127 -0.13
C 3.51569 4.12941 -1.13744 -0.001 0.147 0.003 -0.07
C 4.84991 4.06781 -1.42755 0.134 0.279 0.022 -0.13
C 5.46152 2.80781 -1.44003 -0.125 0.008 -0.022 -0.10
C 4.72657 1.68749 -1.19763 0.234 -0.200 -0.057 -0.04
C 3.32318 1.70539 -0.90050 0.159 0.107 -0.005 -0.24
N 2.67468 0.57040 -0.69938 -0.589 0.028 0.081 -0.06
C 3.32917 -0.66132 -0.92120 0.303 -0.251 -0.016 -0.24
C 3.85853 -1.37752 0.16035 -0.104 0.239 0.120 -0.16
C 4.36850 -2.64879 -0.04813 -0.039 -0.056 0.031 -0.04
C 4.37995 -3.20661 -1.31155 0.127 -0.060 -0.066 -0.08
C 3.90849 -2.47522 -2.38469 0.063 -0.056 -0.045 -0.04
C 3.37833 -1.20653 -2.21222 0.007 0.170 0.047 -0.15
C 2.89163 -0.41353 -3.40158 0.043 -0.061 -0.301 -0.36
C 4.07889 -0.07922 -4.31346 -0.139 0.133 0.179 -0.06
C 1.79603 -1.15154 -4.16879 -0.084 0.218 0.198 -0.05
C 3.90015 -0.75445 1.53488 0.141 -0.172 0.262 -0.36
C 3.37661 -1.70459 2.61151 -0.001 0.128 -0.150 -0.06
C 5.32749 -0.29435 1.85222 -0.221 0.113 -0.081 -0.05
H -0.92428 2.08230 3.87655 0.091 -0.078 0.134 0.08
H -0.81179 1.38318 2.25827 -0.022 -0.149 0.102 0.00
H -2.34967 2.01884 2.84104 -0.146 -0.132 -0.028 0.09
H -1.43360 4.29270 2.89595 0.038 -0.091 -0.219 0.13
H 1.15477 3.04323 1.90844 0.113 -0.001 0.061 0.05
H 0.86032 3.91352 3.40475 0.053 0.011 0.140 0.08
H 0.80014 4.77429 1.86307 0.107 0.102 -0.062 0.08
H -3.28303 4.49928 1.77919 0.068 0.006 0.064 0.11
H -4.47991 4.82685 -0.34765 -0.027 -0.015 0.002 0.09
H -3.39303 4.17825 -2.45028 0.023 -0.021 -0.119 0.11
H -1.96122 3.01043 -3.54938 0.082 0.024 0.071 0.13
H 0.83579 2.14552 -2.73909 0.202 0.058 -0.041 0.05
H -0.00535 1.89343 -4.26302 0.006 -0.033 -0.095 0.09
H -0.57613 1.09462 -2.80898 -0.071 -0.221 -0.017 0.04
H 0.56959 4.62134 -3.03313 0.115 0.033 0.025 0.06
H -1.02516 5.35722 -3.24498 0.000 0.051 -0.024 0.07
H -0.30507 4.40782 -4.55521 0.118 0.037 -0.089 0.07
H 1.15597 4.41103 -0.78133 -0.046 -0.084 -0.018 0.13
H 3.03546 5.09970 -1.11955 -0.073 0.078 -0.007 0.10
H 5.42254 4.96295 -1.63446 -0.056 0.019 0.016 0.08
H 6.52093 2.72987 -1.65214 0.042 -0.091 -0.010 0.10
H 5.20696 0.71937 -1.22268 0.032 -0.009 -0.014 0.11
H 4.74250 -3.22263 0.78947 0.051 0.003 0.067 0.11
H 4.76430 -4.20740 -1.45773 0.013 -0.069 -0.039 0.10
H 3.93751 -2.91453 -3.37124 -0.081 -0.020 -0.134 0.11
H 2.46865 0.52562 -3.03558 0.066 -0.109 -0.036 0.11
H 4.52198 -0.99089 -4.71306 0.050 -0.091 -0.057 0.07
H 4.84012 0.46008 -3.75161 0.128 0.044 -0.034 0.06
H 3.76414 0.54642 -5.14846 -0.056 0.037 -0.099 0.07
H 2.19550 -2.01858 -4.69307 0.048 -0.124 -0.064 0.08
H 1.32306 -0.48714 -4.89141 0.001 0.021 -0.116 0.08
H 1.03100 -1.50427 -3.48321 -0.082 -0.046 -0.090 0.06
H 3.25998 0.13277 1.52448 0.062 -0.137 0.008 0.11
H 3.99462 -2.59570 2.70900 0.164 -0.078 0.007 0.07
H 2.36795 -2.01912 2.35446 -0.145 -0.060 0.120 0.03
H 3.36348 -1.20282 3.58039 -0.049 -0.011 0.051 0.07
H 6.02848 -1.12629 1.79909 0.057 -0.143 0.031 0.07
H 5.37509 0.14226 2.84885 0.027 0.053 0.122 0.07
H 5.63932 0.45703 1.13130 0.142 0.117 -0.038 0.06
Cl 1.27254 -6.05416 -1.17152 0.119 -0.160 0.026 0.71
C 1.12153 -4.69649 -0.16762 -0.241 -0.178 0.586 -1.00
Cl -1.45079 -5.52597 2.02420 -0.511 -0.278 0.360 -0.24
Cl 0.81892 -4.92395 1.39670 0.604 0.301 -0.978 0.69
C 0.95600 -3.31721 -0.86257 0.180 -0.315 0.210 -0.76
O 0.94951 -3.33453 -2.07460 -0.021 -0.056 -0.508 0.02
O 0.88105 -2.39688 -0.02738 -0.129 0.584 0.311 -0.22
C -8.01199 -1.44961 0.76519 0.123 -0.008 0.003 -0.07
C -6.57793 -1.40748 1.22651 -0.095 -0.016 0.207 -0.25
C -6.30818 -1.06873 2.54838 -0.020 0.044 0.011 -0.08
C -5.00386 -0.96197 3.00128 -0.144 0.078 0.040 -0.09
C -3.95840 -1.19913 2.13856 0.085 -0.101 -0.140 -0.01
C -4.20492 -1.57328 0.81797 -0.513 0.002 0.451 -0.20
N -3.12305 -1.76712 -0.02268 0.518 0.600 -0.047 0.10
C -2.88161 -2.84588 -0.83608 0.137 -0.422 -0.157 -0.22
C -3.31599 -4.11985 -0.46333 -0.088 0.057 -0.016 -0.07
C -3.01436 -5.21444 -1.24595 -0.181 -0.008 -0.050 -0.12
C -2.31892 -5.05221 -2.43479 0.013 -0.136 -0.204 -0.11
C -1.90825 -3.78921 -2.82380 -0.030 0.005 0.059 -0.04
C -2.15371 -2.68094 -2.02683 -0.015 0.082 0.092 -0.08
C -1.67697 -1.32032 -2.47780 -0.431 -0.114 -0.168 -0.61
O -1.64204 -1.07181 -3.67584 0.166 -0.044 -0.371 0.03
O -1.39851 -0.46114 -1.55490 0.239 0.072 0.264 -0.28
C -5.52776 -1.67402 0.34791 0.233 0.043 -0.110 -0.16
C -5.76849 -2.00903 -1.09782 -0.064 0.060 0.105 -0.02
H -8.67338 -1.16018 1.58043 -0.065 -0.034 0.018 0.06
H -8.29084 -2.44809 0.42533 -0.072 -0.022 -0.053 0.08
H -8.17553 -0.75729 -0.06217 -0.072 -0.008 -0.045 0.07
H -7.12813 -0.87022 3.22736 -0.092 -0.010 0.015 0.09
H -4.80317 -0.70696 4.03178 0.019 0.056 0.100 0.10
H -2.93324 -1.13271 2.46763 0.143 -0.033 0.066 0.05
H -2.44707 -1.01555 -0.13759 -0.310 -0.104 -0.033 0.10
H -3.83900 -4.23505 0.47616 0.035 -0.036 0.056 0.10
H -3.31488 -6.20291 -0.92146 0.005 -0.005 0.044 0.09
H -2.09827 -5.91040 -3.05614 0.054 -0.042 -0.022 0.09
H -1.37341 -3.64340 -3.74971 0.088 0.066 -0.041 0.11
H -5.74756 -3.08995 -1.24842 -0.007 -0.044 -0.120 0.09
H -4.98138 -1.57994 -1.71717 -0.002 -0.041 -0.037 0.09
H -6.72774 -1.62910 -1.44508 -0.038 -0.010 -0.009 0.06
```
Forces are in eV/Å.

## Properties
Frontier orbital gap ... 5.73 eV
Net charge ... -2
Relative energy (zero: lowest compared OMol25 entry of this formula, charge and spin) ... 64.9 kcal/mol
E_tot ... -5025.821458 Ha
LUMO level ... 3.0 eV

***

ORCA calculation (wB97M-V/def2-TZVPD) on a molecular structure, C54H54BrIrN3O2P2STe.

XYZ file:
```
119
Properties=species:S:1:pos:R:3:forces:R:3:lowdin_charge:R:1
Ir 1.29630 -0.28539 0.65177 0.548 -0.777 0.240 0.67
Br 1.44418 5.91310 -4.51704 0.014 0.014 -0.031 0.82
C 0.71146 4.57647 -3.42025 0.007 -0.047 0.028 -0.68
C -0.52408 4.02390 -3.72332 -0.009 -0.034 0.056 -0.07
C -1.05871 3.04446 -2.90042 -0.050 0.010 0.019 0.02
C -0.36569 2.63671 -1.77673 -0.058 -0.105 -0.098 -0.21
O -0.84117 1.63299 -0.96671 -0.114 0.314 0.230 -0.21
C 0.88698 3.15580 -1.46033 0.252 -0.052 0.009 -0.10
C 1.70685 2.88276 -0.27671 0.101 0.169 -0.071 -0.08
N 1.67024 1.96903 0.62900 -0.264 0.284 -0.123 0.00
C 2.41072 2.30888 1.80355 -0.010 -0.145 -0.168 -0.22
C 2.49476 3.58731 2.28813 0.001 0.099 0.110 0.00
C 3.29843 3.88296 3.41141 -0.065 0.005 -0.066 -0.03
C 4.01510 2.89934 4.02575 0.022 -0.053 -0.006 0.00
C 3.91581 1.56145 3.57115 0.055 0.003 0.100 -0.13
C 4.63132 0.48903 4.15516 0.001 0.100 0.013 0.03
C 4.47168 -0.77157 3.66522 -0.046 -0.069 -0.076 -0.01
C 3.55863 -0.98177 2.61686 0.081 -0.042 0.013 -0.12
N 2.88184 -0.00867 2.04811 -0.134 0.153 0.056 -0.07
C 3.07243 1.26742 2.48852 0.044 -0.100 -0.011 -0.18
C 1.40345 4.14666 -2.30479 0.030 0.014 -0.068 -0.05
H -1.06924 4.35225 -4.59725 0.006 0.002 -0.007 0.12
H -2.01266 2.59611 -3.13924 -0.006 0.009 0.005 0.12
H 2.46444 3.65930 -0.14499 -0.060 0.045 0.010 0.13
H 1.92837 4.38238 1.81938 0.006 0.019 0.014 0.12
H 3.34643 4.90125 3.77135 0.004 0.005 -0.003 0.12
H 4.65689 3.12272 4.86799 -0.006 -0.003 0.007 0.13
H 5.29983 0.68675 4.98381 -0.010 -0.008 0.008 0.13
H 4.99828 -1.61658 4.08397 -0.002 -0.008 -0.008 0.13
H 3.38193 -1.97989 2.24218 -0.075 -0.041 0.047 0.11
H 2.36883 4.58165 -2.07957 -0.014 0.026 0.018 0.12
C -5.95644 -3.73480 -3.37184 0.056 -0.008 0.012 -0.41
S -4.87619 -4.16090 -1.99355 -0.019 0.001 0.022 0.83
C -4.23429 -2.51573 -1.60337 0.045 -0.099 -0.041 -0.53
C -3.52269 -2.57642 -0.26160 0.022 0.028 -0.093 -0.25
C -3.01730 -1.24611 0.28070 0.007 -0.047 -0.153 -0.22
N -2.00949 -0.46646 -0.53824 0.045 -0.197 0.254 -0.28
P -2.21488 1.15916 -0.35133 -0.036 -0.078 -0.136 0.88
C -3.66138 1.74341 -1.19424 -0.055 0.062 0.006 -0.28
C -4.32236 0.98344 -2.16025 0.028 -0.009 -0.002 -0.07
C -5.41419 1.51218 -2.82708 0.014 -0.003 -0.007 -0.04
C -5.84567 2.80105 -2.53936 0.007 0.006 0.001 -0.03
C -5.20027 3.55921 -1.57066 -0.007 0.003 -0.015 -0.04
C -4.11546 3.03356 -0.89115 0.062 -0.014 -0.007 -0.06
C -2.29430 1.82189 1.29875 0.069 0.141 0.018 -0.34
C -3.41125 1.59390 2.11196 -0.007 -0.013 -0.061 -0.08
C -3.46504 2.14278 3.37877 -0.003 -0.018 0.012 -0.04
C -2.42235 2.93943 3.83891 0.032 0.004 -0.004 -0.04
C -1.33017 3.19600 3.02685 -0.040 0.025 -0.041 -0.06
C -1.26190 2.63810 1.75931 -0.071 0.069 0.034 -0.12
P -0.32004 -1.01054 -0.79572 -0.088 0.685 -0.020 0.86
C -0.49010 -2.79422 -0.92557 0.158 -0.096 -0.013 -0.37
C -0.14379 -3.59047 0.16172 -0.103 -0.102 0.036 -0.13
C -0.25053 -4.97156 0.07789 0.004 0.055 0.028 -0.05
C -0.70181 -5.55789 -1.09469 -0.027 -0.011 -0.054 -0.04
C -1.03844 -4.76834 -2.18961 -0.008 -0.044 0.035 -0.05
C -0.92215 -3.39255 -2.11273 0.056 0.022 0.002 -0.08
C -0.02916 -0.53391 -2.53354 -0.013 -0.081 0.001 -0.35
C 1.29700 -0.49747 -2.95708 -0.027 0.131 0.013 -0.07
C 1.60460 -0.20805 -4.27997 -0.026 0.008 -0.011 -0.05
C 0.59257 0.04491 -5.19411 0.021 0.004 -0.004 -0.05
C -0.73071 0.01367 -4.77778 -0.014 -0.011 0.003 -0.06
C -1.03753 -0.27673 -3.45676 -0.026 -0.007 0.005 -0.11
H -6.42083 -4.66010 -3.70579 -0.009 0.007 -0.010 0.04
H -5.39219 -3.30892 -4.20075 -0.005 0.000 -0.006 0.04
H -6.73717 -3.04629 -3.05158 -0.008 -0.002 -0.010 0.04
H -5.06747 -1.80829 -1.57777 -0.011 -0.013 0.031 0.08
H -3.53718 -2.22119 -2.39468 -0.021 0.117 -0.004 0.06
H -2.71700 -3.30113 -0.31567 -0.040 -0.077 0.083 0.07
H -4.21664 -2.95375 0.49427 -0.036 0.051 -0.001 0.13
H -2.62192 -1.39858 1.28420 0.054 0.025 0.001 0.04
H -3.88525 -0.58599 0.36696 -0.056 0.019 0.036 0.10
H -4.00342 -0.02633 -2.36720 0.062 -0.029 -0.035 0.07
H -5.93205 0.91782 -3.56784 -0.002 0.001 0.003 0.12
H -6.69581 3.21357 -3.06626 -0.008 -0.005 0.009 0.12
H -5.55023 4.55522 -1.33687 0.009 0.005 -0.010 0.12
H -3.62253 3.62494 -0.12963 -0.003 -0.008 0.013 0.12
H -4.24813 1.00530 1.76197 -0.016 -0.025 -0.031 0.11
H -4.32763 1.96173 4.00524 0.005 -0.015 0.003 0.12
H -2.47074 3.36772 4.83115 -0.010 0.006 0.001 0.12
H -0.52512 3.82635 3.38017 0.005 -0.004 0.004 0.11
H -0.40472 2.83367 1.13576 -0.064 -0.031 0.021 0.08
H 0.17801 -3.12130 1.08122 0.035 0.019 0.054 0.03
H 0.01490 -5.58850 0.92638 -0.008 0.005 0.003 0.11
H -0.78844 -6.63417 -1.16191 -0.010 -0.001 0.004 0.12
H -1.39404 -5.22793 -3.10147 0.010 -0.005 -0.002 0.12
H -1.16842 -2.78661 -2.97477 0.012 -0.041 0.008 0.10
H 2.09739 -0.66997 -2.25096 0.017 -0.046 -0.003 0.07
H 2.63889 -0.18340 -4.59835 0.002 -0.007 -0.001 0.11
H 0.83223 0.26090 -6.22668 0.003 0.013 0.002 0.11
H -1.52691 0.20757 -5.48536 -0.001 -0.004 0.002 0.12
H -2.07164 -0.30465 -3.14828 -0.089 -0.028 0.027 0.08
Te -0.28104 -0.51743 2.72799 -0.025 -0.059 -0.246 1.12
C 0.93337 -1.47187 4.16281 0.003 -0.018 0.022 -0.63
C 1.25896 -2.82488 4.08543 0.046 0.058 0.006 -0.16
C 1.97244 -3.43141 5.10973 0.010 0.000 -0.012 -0.07
C 2.34594 -2.69670 6.22815 0.023 -0.016 0.001 -0.07
C 2.01120 -1.35391 6.31689 0.006 0.043 -0.022 -0.08
C 1.30959 -0.73988 5.28598 0.092 -0.047 -0.010 -0.17
H 0.94638 -3.41157 3.23092 -0.024 -0.026 -0.015 0.08
H 2.21797 -4.48378 5.04609 -0.002 0.000 0.001 0.11
H 2.88266 -3.17599 7.03615 0.010 -0.002 -0.006 0.11
H 2.29327 -0.78168 7.19150 -0.013 -0.002 0.008 0.11
H 1.05397 0.31048 5.35632 -0.016 0.004 0.013 0.09
C 3.23844 -2.87265 -0.45768 -0.022 0.059 -0.048 -0.06
C 4.22751 -1.73908 -0.58045 -0.002 -0.086 -0.012 -0.25
O 3.52968 -0.49213 -0.71082 -0.218 -0.060 -0.025 -0.28
C 4.42081 0.62823 -0.77755 0.023 0.031 -0.030 -0.25
C 5.33359 0.61379 -1.98869 -0.021 -0.030 0.007 -0.05
H 3.75335 -3.79002 -0.17135 0.004 -0.003 -0.015 0.10
H 2.71498 -3.05559 -1.39688 -0.015 0.024 0.004 0.09
H 2.48430 -2.64662 0.30149 -0.007 -0.048 0.068 0.02
H 4.85259 -1.88959 -1.46191 0.036 0.008 0.028 0.12
H 4.88876 -1.68366 0.29291 -0.017 0.022 0.001 0.12
H 5.00228 0.67377 0.15159 -0.006 0.002 0.000 0.13
H 3.77605 1.50267 -0.82215 0.005 0.007 0.035 0.10
H 6.09808 -0.15870 -1.93071 0.007 0.011 -0.007 0.08
H 5.84589 1.57364 -2.05932 0.000 0.001 0.002 0.09
H 4.75506 0.46950 -2.90256 0.004 0.007 -0.005 0.08
```
Forces are in eV/Å.

## Properties
Frontier orbital gap (alpha / beta) ... 6.12 / 6.10 eV
Net charge ... +2
<S²> ... 0.76
Relative energy (zero: lowest compared OMol25 entry of this formula, charge and spin) ... 0.0 kcal/mol
E_tot ... -6431.745496 Ha
Spin multiplicity ... 2
LUMO level (alpha / beta) ... -5.6 / -5.6 eV